No. 1
Density functional theory data (ωB97M-V/def2-TZVPD) for 10 unconnected molecules or ions with the total composition C24H69NO11.

The geometry in ORCA input format:
```
! wB97M-V def2-TZVPD RIJCOSX def2/J DEFGRID3
* xyz 1 2
C -1.5102 2.2053 -1.0943
O -1.5746 2.3621 -2.5449
C -0.4163 2.9417 -3.1459
C -0.6355 3.2257 -4.6041
N -0.7386 2.0364 -5.4353
C -1.2792 2.2872 -6.7894
C -1.8916 0.9665 -7.3603
O -3.0432 0.6519 -6.5258
C -3.6269 -0.6547 -6.7102
H -0.7193 1.4963 -0.8493
H -2.4745 1.7551 -0.8586
H -1.4525 3.1701 -0.5905
H 0.4782 2.3334 -3.0117
H -0.1472 3.8607 -2.6253
H 0.1454 3.9032 -4.9495
H -1.5053 3.8825 -4.6031
H -1.3172 1.3954 -4.9114
H -0.5082 2.6245 -7.4822
H -2.0160 3.0904 -6.8027
H -1.1339 0.1851 -7.4197
H -2.2906 1.1515 -8.3576
H -3.9051 -0.7961 -7.7546
H -4.5612 -0.8735 -6.1932
H -2.9587 -1.4881 -6.4930
C -0.1580 0.9790 5.6424
C -0.0349 1.8289 6.9522
O -0.8200 1.2989 8.0006
H 0.4869 1.5177 4.9481
H -1.1808 0.9777 5.2658
H 0.1826 -0.0485 5.7705
H -0.3045 2.8565 6.7084
H 0.9720 1.7515 7.3624
H -0.8666 2.0149 8.6384
C 2.0100 3.5082 0.0185
C 2.6816 2.3800 -0.8008
O 2.2670 1.1352 -0.2820
H 0.9476 3.2949 0.1363
H 2.1219 4.5302 -0.3438
H 2.3942 3.5523 1.0376
H 3.7675 2.4268 -0.7190
H 2.4308 2.5211 -1.8521
H 2.7162 0.4148 -0.7302
C -0.4834 -5.0661 -1.0837
C 0.2751 -5.1349 -2.4275
O -0.6063 -5.1403 -3.4918
H 0.2219 -5.0966 -0.2531
H -1.2370 -5.8491 -0.9996
H -1.0672 -4.1516 -0.9788
H 0.8501 -6.0511 -2.5617
H 0.9848 -4.3364 -2.6441
H -0.0671 -5.0822 -4.2840
C -3.0315 4.4331 2.4715
C -1.8545 3.4854 2.4616
O -2.1789 2.1996 1.9402
H -3.8525 4.0541 3.0801
H -3.3956 4.5748 1.4539
H -2.8783 5.4204 2.9072
H -1.3956 3.3141 3.4353
H -1.0921 3.9735 1.8546
H -1.3610 1.6983 1.9033
C -2.9353 -1.4465 2.2345
C -2.8380 -2.3494 0.9879
O -3.8418 -3.3567 1.0767
H -2.7278 -1.9638 3.1712
H -3.9344 -1.0115 2.2618
H -2.2851 -0.5729 2.1889
H -1.8495 -2.8080 0.9619
H -2.9204 -1.7725 0.0667
H -4.2400 -3.4242 0.2058
C 1.0206 -1.5535 1.2767
C 0.6007 -0.3870 2.1857
O 0.1841 0.6628 1.4119
H 0.2499 -2.0082 0.6543
H 1.3347 -2.3443 1.9580
H 1.8396 -1.2479 0.6255
H 1.3718 0.0198 2.8399
H -0.1386 -0.7251 2.9118
H 0.8861 0.8138 0.7747
C 4.1508 1.2898 3.1863
C 5.1464 2.1944 2.4830
O 5.7662 3.0535 3.3880
H 3.3400 1.9159 3.5589
H 4.5551 0.7434 4.0383
H 3.7983 0.4869 2.5388
H 4.6635 2.7636 1.6887
H 5.9186 1.5723 2.0305
H 6.0055 3.8546 2.9161
C -0.3499 -4.6514 3.3779
C 0.7766 -5.5969 3.0745
O 1.5938 -5.0813 2.0055
H 0.1019 -3.6829 3.5925
H -1.0140 -4.9511 4.1886
H -1.0563 -4.4954 2.5626
H 0.4472 -6.5838 2.7496
H 1.4395 -5.6335 3.9390
H 2.2413 -5.7478 1.7645
C 0.6811 -1.1533 -2.6116
C 2.0593 -1.8241 -2.3561
O 3.0053 -0.8135 -1.9902
H 0.4174 -0.5386 -1.7510
H -0.0683 -1.9448 -2.6189
H 0.5895 -0.5433 -3.5103
H 2.5215 -2.3151 -3.2125
H 1.9630 -2.5632 -1.5607
H 3.1679 -0.1764 -2.6897
*
```

Summary:
E_HOMO (spin up / spin down): -0.4157 / -0.4157 Ha
⟨S²⟩: 0.75
E_LUMO (spin up / spin down): -2.5811 / -8.0911 eV
gap between HOMO and LUMO (spin up / spin down): 8.7319 / 3.2219 eV

No. 2
Density functional theory data (ωB97M-V/def2-TZVPD) for 2 unconnected molecules or ions with the total composition C26H38NO2Si2.

The geometry in ORCA input format:
```
! wB97M-V def2-TZVPD RIJCOSX def2/J DEFGRID3
* xyz 1 1
C 2.1025 2.0504 3.7729
Si 2.6344 1.3069 2.1544
C 3.4095 2.5660 1.0236
C 3.6492 -0.2385 2.2920
O 1.1448 0.8792 1.3668
C 0.2730 -0.0112 1.8777
C 0.4081 -1.3579 1.7422
C -0.5343 -2.2632 2.3960
O -0.7799 0.4782 2.5210
Si -1.8563 1.7176 1.9447
C -2.9480 2.0798 3.4064
C -0.8487 3.1928 1.4540
C -2.7537 0.8645 0.5615
H 2.9969 2.3272 4.3529
H 1.5026 2.9619 3.6340
H 1.5185 1.3434 4.3805
H 4.3635 2.9142 1.4467
H 3.6213 2.1362 0.0338
H 2.7662 3.4470 0.8863
H 4.6044 0.0026 2.7833
H 3.1554 -1.0207 2.8859
H 3.8808 -0.6485 1.2977
H 1.2465 -1.7242 1.1614
H -0.3084 -3.2899 2.0839
H -0.4616 -2.2318 3.4941
H -1.5808 -2.0542 2.1257
H -3.7112 2.8187 3.1193
H -3.4685 1.1769 3.7581
H -2.3776 2.4971 4.2492
H -1.5398 3.9591 1.0677
H -0.3072 3.6373 2.3003
H -0.1253 2.9710 0.6577
H -3.4863 1.5499 0.1102
H -2.0695 0.5369 -0.2349
H -3.3010 -0.0184 0.9257
C -4.1910 -5.4141 3.0166
C -3.2633 -4.8397 3.9968
N -3.6470 -3.8423 4.8206
C -2.6289 -3.5037 5.7110
C -1.5354 -4.3611 5.4501
C -0.4461 -4.3134 6.3151
C -0.4209 -3.3409 7.3265
C -1.5228 -2.4973 7.5563
C -2.6626 -2.5899 6.7499
C -1.9281 -5.2171 4.3159
C -1.2255 -6.2516 3.7110
C 0.1641 -6.5396 3.9159
C 1.1582 -5.5252 3.9463
C 2.4760 -5.8340 4.2590
C 2.8478 -7.1545 4.5454
C 4.2546 -7.4552 4.9599
C 1.8930 -8.1776 4.4432
C 0.5858 -7.8848 4.0972
H -3.6812 -6.1889 2.4431
H -5.0645 -5.8705 3.5042
H -4.5541 -4.6454 2.3217
H -4.5667 -3.4161 4.8069
H 0.3586 -5.0384 6.1991
H 0.4672 -3.2492 7.9529
H -1.4891 -1.7783 8.3745
H -3.5570 -1.9867 6.9050
H -1.8046 -6.9442 3.0979
H 0.8758 -4.4933 3.7222
H 3.2293 -5.0425 4.3044
H 4.4003 -8.5310 5.0958
H 4.9718 -7.1020 4.2091
H 4.5085 -6.9543 5.9036
H 2.1977 -9.2087 4.6405
H -0.1583 -8.6797 4.0038
*
```

Summary:
E_HOMO: -0.3553 Ha
E_LUMO: -4.7520 eV
energy above the lowest of the compared OMol25 structures with the same formula, charge and spin: 22.8 kJ/mol
gap between HOMO and LUMO: 4.9150 eV

No. 3
Density functional theory data (ωB97M-V/def2-TZVPD) for 2 unconnected molecules or ions with the total composition C14H16NO.

The geometry in ORCA input format:
```
! wB97M-V def2-TZVPD RIJCOSX def2/J DEFGRID3
* xyz 1 1
C -4.1972 -3.4698 -0.2380
O -2.9415 -3.6266 0.4593
C -2.0045 -2.6524 0.3369
C -0.8066 -2.8333 1.0768
C 0.1592 -1.8649 1.0555
C 0.0063 -0.6497 0.3109
C 1.0820 0.2724 0.3677
C 1.4484 1.2827 -0.5572
C 2.6765 1.9841 -0.3177
C 3.0678 3.0512 -1.1111
C 2.2330 3.4977 -2.1505
C 1.0393 2.8121 -2.4256
C 0.6887 1.6735 -1.7040
C -1.2399 -0.4578 -0.3607
C -2.1828 -1.4694 -0.4273
H -4.7791 -4.3398 0.0683
H -4.7078 -2.5432 0.0614
H -4.0399 -3.4784 -1.3257
H -0.7004 -3.7456 1.6602
H 1.0801 -2.0086 1.6209
H 1.7747 0.1270 1.1969
H 3.2885 1.6564 0.5261
H 4.0215 3.5494 -0.9200
H 2.5181 4.3702 -2.7403
H 0.3823 3.1711 -3.2215
H -0.1702 1.0824 -2.0161
H -1.4801 0.5075 -0.8031
H -3.0875 -1.3432 -1.0298
N 1.7638 1.2060 2.9286
H 2.5362 1.8499 3.0973
H 1.6537 0.6268 3.7605
H 0.9174 1.7621 2.8213
*
```

Summary:
E_HOMO: -0.4473 Ha
E_LUMO: -5.3159 eV
energy above the lowest of the compared OMol25 structures with the same formula, charge and spin: 22.1 kJ/mol
gap between HOMO and LUMO: 6.8553 eV

No. 4
Density functional theory data (ωB97M-V/def2-TZVPD) for a single C5H6N2O2 molecule.

The geometry in ORCA input format:
```
! wB97M-V def2-TZVPD RIJCOSX def2/J DEFGRID3
* xyz 0 1
N 0.5535 2.0084 -0.2083
C -0.0244 0.7744 0.0395
C 0.6292 -0.4364 0.0694
C 1.9857 -0.8661 0.0219
O 2.2534 -2.0391 -0.0812
N -0.2917 -1.4644 0.0590
C -1.5936 -1.0253 -0.0407
O -2.6084 -1.6907 -0.0839
C -1.4896 0.5205 0.0124
H 1.5944 1.9672 0.0718
H 0.0918 2.7638 0.3134
H 2.8149 -0.0760 -0.0296
H 0.1306 -2.3151 -0.2267
H -2.0583 0.9752 -0.8328
H -1.9875 0.9036 0.9158
*
```

Summary:
E_HOMO: -0.3027 Ha
E_LUMO: -0.0496 eV
energy above the lowest of the compared OMol25 structures with the same formula, charge and spin: 60.0 kJ/mol
gap between HOMO and LUMO: 8.1868 eV

No. 5
Density functional theory data (ωB97M-V/def2-TZVPD) for a gas-phase ion, C8H13N2 (charge +1).

The geometry in ORCA input format:
```
! wB97M-V def2-TZVPD RIJCOSX def2/J DEFGRID3
* xyz 1 1
C 2.7450 -0.9212 0.4949
C 1.7051 -0.1543 -0.1573
N 1.3637 -0.1444 -1.3769
C 0.1060 0.6295 -1.5446
C -0.4993 0.6997 -0.1067
C -1.2468 1.9031 0.1811
C -1.2044 -0.6321 0.0369
C -0.9881 -1.9039 -0.2227
C -2.2943 -1.5609 0.4534
N 0.7258 0.6268 0.7588
H 2.2673 -1.6262 1.0778
H 3.4131 -0.2527 1.1264
H 3.2138 -1.3164 -0.3243
H -0.5404 0.0970 -2.2848
H 0.1404 1.5787 -2.1455
H -1.3011 2.5248 -0.7208
H -0.7715 2.5669 0.9226
H -2.2451 1.8094 0.6165
H -0.4563 -2.6088 -0.7064
H -2.4778 -1.7184 1.4450
H -3.1724 -1.5789 -0.1499
H 0.7293 0.3147 1.7154
H 0.7881 1.6677 0.9110
*
```

Summary:
E_HOMO: -0.4846 Ha
E_LUMO: -3.2655 eV
energy above the lowest of the compared OMol25 structures with the same formula, charge and spin: 518.4 kJ/mol
gap between HOMO and LUMO: 9.9223 eV

No. 6
Density functional theory data (ωB97M-V/def2-TZVPD) for 2 unconnected molecules or ions with the total composition C6H15N2O.

The geometry in ORCA input format:
```
! wB97M-V def2-TZVPD RIJCOSX def2/J DEFGRID3
* xyz 1 1
C -1.6780 1.3993 0.3779
C -0.5549 1.0174 0.7914
C 2.5510 -2.0965 2.6348
C 2.3358 -0.8978 1.7033
C 0.8080 -0.8028 1.6139
C -0.9819 0.9765 -2.9210
N -2.1307 1.6676 -2.2201
N -1.1027 -0.4610 -2.7349
O 0.5543 0.4593 0.9276
H -2.2564 2.1856 0.7238
H -2.0392 1.4089 -0.7137
H 2.1012 -3.0877 2.4759
H 3.5504 -2.2785 2.8857
H 2.0083 -1.9047 3.6014
H 2.8541 -0.8920 0.7321
H 2.6844 0.0324 2.0941
H 0.2466 -1.5921 1.2456
H 0.3734 -0.6207 2.6614
H -1.1252 1.3209 -3.9618
H -0.1245 1.3812 -2.4823
H -3.0710 1.4387 -2.4054
H -2.0559 2.7226 -2.3349
H -2.0507 -0.6732 -2.8979
H -0.8963 -0.7032 -1.7968
*
```

Summary:
E_HOMO: -0.4974 Ha
E_LUMO: -4.2665 eV
energy above the lowest of the compared OMol25 structures with the same formula, charge and spin: 423.2 kJ/mol
gap between HOMO and LUMO: 9.2693 eV

No. 7
Density functional theory data (ωB97M-V/def2-TZVPD) for a molecular structure, C5H7N2O3.

The geometry in ORCA input format:
```
! wB97M-V def2-TZVPD RIJCOSX def2/J DEFGRID3
* xyz -1 3
C -3.5727 0.4334 -0.1497
C -4.6667 -0.1952 0.1656
C -1.7142 -0.2936 -0.1064
C -0.5796 0.6348 -0.0178
C 0.9827 -0.7447 1.0395
N 1.0954 -0.4388 -1.3147
N 0.7639 0.1320 -0.0717
O -5.5334 -0.7649 0.7414
O -1.6697 -1.5296 -0.2891
O -3.4669 1.4715 -1.0619
H -0.7429 1.5819 0.3464
H -0.0522 -1.2112 1.2637
H 1.7805 -1.5292 0.8520
H 1.3245 -0.1579 1.9172
H 0.8998 0.2629 -2.0900
H 0.6563 -1.4254 -1.4570
H -2.6746 1.3687 -1.5825
*
```

Summary:
E_HOMO (spin up / spin down): -0.0754 / -0.1150 Ha
⟨S²⟩: 2.01
E_LUMO (spin up / spin down): 3.8371 / 2.5854 eV
energy above the lowest of the compared OMol25 structures with the same formula, charge and spin: 249.4 kJ/mol
gap between HOMO and LUMO (spin up / spin down): 5.8901 / 5.7153 eV

No. 8
Density functional theory data (ωB97M-V/def2-TZVPD) for a molecular structure, C31H35CaF2N4O8PS2.

The geometry in ORCA input format:
```
! wB97M-V def2-TZVPD RIJCOSX def2/J DEFGRID3
* xyz -2 1
Ca -0.2939 -0.6481 0.4786
F 0.6453 -0.6120 6.1218
C -0.2633 -0.1985 5.2065
C 0.1726 0.3169 4.0127
C -0.7934 0.7131 3.0764
C -2.1666 0.6480 3.3515
C -2.5089 0.1123 4.5885
F -3.8192 0.0478 4.9175
C -1.6047 -0.3270 5.5319
C -3.2483 1.1642 2.4767
C -3.4455 2.5461 2.3666
C -4.5008 3.0098 1.6144
C -5.3489 2.0849 1.0151
C -5.1012 0.7411 1.2314
N -4.0902 0.2807 1.9529
H 1.2227 0.3952 3.7612
H -1.9284 -0.7487 6.4695
H -2.7430 3.2206 2.8344
H -4.6582 4.0737 1.4846
H -6.1860 2.3952 0.4033
H -5.7462 -0.0139 0.7948
O -1.5797 -4.3984 1.7129
C -1.1852 -3.3779 1.1591
O -0.9712 -2.2494 1.7186
C -0.8976 -3.4091 -0.4077
O -1.1901 -4.4073 -1.0613
O -0.3804 -2.3364 -0.8821
O -0.2694 1.1498 1.9245
O -1.2358 1.2865 0.8740
N 8.2437 -3.0292 1.9200
C 7.3358 -1.9661 2.0544
C 6.0846 -2.1805 2.6320
C 5.1978 -1.1326 2.7817
C 5.5454 0.1434 2.3670
C 6.7850 0.3639 1.7972
C 7.6812 -0.6822 1.6451
S 4.3577 1.4754 2.5557
O 4.9095 2.5873 1.7964
O 4.1932 1.6850 3.9736
N 3.0267 0.8657 1.9540
C 2.9321 0.6909 0.6395
S 3.9359 1.4976 -0.5716
C 3.0996 0.6175 -1.8129
C 2.1596 -0.1730 -1.2578
N 2.0608 -0.1309 0.1017
H 7.7821 -3.9250 1.8507
H 8.8752 -2.9032 1.1421
H 5.8020 -3.1774 2.9469
H 4.2165 -1.3004 3.2027
H 7.0302 1.3597 1.4599
H 8.6503 -0.5061 1.1926
H 3.3413 0.7222 -2.8551
H 1.5015 -0.8429 -1.7884
C -1.4194 -2.0821 -4.0223
C -1.2200 -0.5690 -4.0534
C 0.2275 -0.2579 -4.4325
P -1.5956 0.2143 -2.3981
C -1.6875 2.0461 -2.7897
C -0.5285 2.7415 -2.0809
C -1.7642 2.4722 -4.2535
C -3.3934 -0.1746 -2.0783
C -3.5601 -1.4695 -1.2898
C -4.3282 -0.1220 -3.2866
H -0.9577 -2.5305 -4.9069
H -2.4733 -2.3551 -4.0304
H -0.9606 -2.5204 -3.1329
H -1.8810 -0.1366 -4.8167
H 0.8960 -0.9292 -3.8977
H 0.5231 0.7626 -4.1891
H 0.3848 -0.4140 -5.5031
H -2.6134 2.3674 -2.2946
H 0.4331 2.4296 -2.4941
H -0.5281 2.4933 -1.0192
H -0.6041 3.8259 -2.1916
H -0.8378 2.2371 -4.7825
H -1.9067 3.5546 -4.3161
H -2.5807 1.9965 -4.7935
H -3.6788 0.6415 -1.3990
H -3.1220 -2.3290 -1.7848
H -4.6228 -1.6727 -1.1350
H -3.0986 -1.3939 -0.3058
H -4.1340 -0.9462 -3.9747
H -4.2318 0.8107 -3.8404
H -5.3686 -0.2087 -2.9622
*
```

Summary:
E_HOMO: -0.0998 Ha
E_LUMO: 4.1200 eV
energy above the lowest of the compared OMol25 structures with the same formula, charge and spin: 51.9 kJ/mol
gap between HOMO and LUMO: 6.8353 eV

No. 9
Density functional theory data (ωB97M-V/def2-TZVPD) for 2 unconnected molecules or ions with the total composition C6H12N2.

The geometry in ORCA input format:
```
! wB97M-V def2-TZVPD RIJCOSX def2/J DEFGRID3
* xyz 0 1
C 0.7498 0.9494 1.0402
C 0.0226 1.6215 -0.0671
C 0.0992 2.9885 -0.4109
N -0.4187 3.1211 -1.6942
C -0.7413 1.8775 -2.1990
N -0.5039 1.0092 -1.1943
H 1.7438 0.7789 0.5719
H 0.3325 -0.0502 1.1817
H 0.9650 1.2855 2.0200
H 0.3131 3.8462 0.1582
H -0.8530 3.9193 -1.9037
H -0.9605 1.6376 -3.1426
C 0.1960 -3.5674 0.7966
C -0.3221 -2.0998 0.6974
H -0.3354 -3.9861 -0.0569
H 1.2696 -3.6921 0.8061
H -0.2388 -4.1808 1.6828
H -1.3886 -2.2153 0.3879
H 0.2407 -1.6326 -0.1623
H -0.1699 -1.6103 1.4881
*
```

Summary:
E_HOMO: -0.3105 Ha
E_LUMO: 0.9948 eV
energy above the lowest of the compared OMol25 structures with the same formula, charge and spin: 218.3 kJ/mol
gap between HOMO and LUMO: 9.4435 eV